{"formula": "C4H38N2O15", "method": "the ωB97M-V functional and the def2-TZVPD basis", "elements": ["O", "C", "N", "C", "C", "C", "N", "H", "H", "H", "H", "H", "H", "H", "H", "H", "H", "H", "H", "O", "H", "H", "O", "H", "H", "O", "H", "H", "O", "H", "H", "O", "H", "H", "O", "H", "H", "O", "H", "H", "O", "H", "H", "O", "H", "H", "O", "H", "H", "O", "H", "H", "O", "H", "H", "O", "H", "H", "O"], "positions_angstrom": [[-0.237, -0.343, -4.022], [0.497, 0.589, -3.847], [0.647, 1.301, -2.682], [0.062, 0.999, -1.401], [0.764, -0.122, -0.527], [2.184, 0.237, -0.080], [2.143, 0.968, 1.278], [0.809, 1.095, -4.785], [1.416, 2.097, -2.720], [-0.179, 1.937, -0.787], [-1.039, 0.652, -1.555], [0.770, -1.041, -1.196], [0.058, -0.448, 0.342], [2.763, 0.611, -0.927], [2.680, -0.682, 0.105], [2.994, 1.420, 1.446], [1.455, 1.509, 1.611], [-1.515, -1.086, -2.267], [-1.248, -2.141, -1.139], [-1.673, -1.270, -1.233], [-1.744, 3.469, 0.305], [-2.477, 2.290, 0.859], [-2.083, 3.158, 1.085], [-2.279, 0.169, -0.456], [-3.719, 0.654, -0.937], [-2.937, 0.861, -0.441], [2.963, -3.011, -2.719], [4.031, -2.005, -2.298], [3.104, -2.115, -2.431], [-1.019, -4.750, -0.279], [-0.372, -3.492, 0.457], [-0.829, -3.812, -0.307], [-2.810, -2.594, 0.535], [-2.970, -4.067, 1.014], [-3.295, -3.088, 1.079], [0.896, -1.031, 3.282], [2.242, -0.528, 2.589], [1.859, -1.286, 3.102], [-0.495, -3.876, -2.940], [-0.687, -2.644, -3.803], [-0.480, -3.456, -3.774], [-0.802, 3.395, 2.183], [-0.252, 2.163, 2.710], [0.065, 3.117, 2.662], [2.196, 3.864, 1.408], [0.746, 4.332, 1.476], [1.648, 4.656, 1.245], [1.121, -2.431, 2.157], [1.311, -2.650, 0.630], [1.005, -3.136, 1.370], [-1.256, 0.116, 3.255], [-0.528, -0.056, 4.666], [-0.397, 0.038, 3.757], [-2.915, -0.966, 2.313], [-2.914, 0.404, 1.823], [-2.782, -0.062, 2.606], [1.384, 4.401, -1.841], [1.007, 4.000, -0.527], [1.112, 3.690, -1.428]], "forces_ev_per_a": [[-1.135, -2.177, 0.672], [-0.762, 2.414, 0.237], [3.091, 1.817, -0.985], [-2.882, -0.521, 1.601], [-1.173, -0.373, -0.794], [-1.829, 0.297, 1.575], [3.339, -3.692, -2.987], [1.025, 0.125, 0.711], [-2.498, -2.300, 0.342], [1.129, -1.109, -1.065], [2.569, 0.726, -0.354], [0.398, 1.087, 0.743], [1.392, 0.901, -1.219], [-0.174, 1.089, 0.287], [0.541, -1.026, 0.526], [1.456, 0.698, 0.288], [-3.583, 2.283, 0.451], [-0.435, -0.338, 3.115], [-0.209, -0.166, 0.307], [0.175, -0.572, -3.678], [1.191, 1.237, -3.289], [0.119, 0.540, -0.222], [-1.705, -1.558, 2.922], [-0.172, -1.058, -0.556], [-0.228, -0.601, -0.321], [-0.117, 1.797, 1.472], [-0.011, -0.478, -0.204], [0.983, -0.054, 0.089], [-1.029, 0.580, 0.154], [0.294, -0.032, 0.333], [1.160, -0.200, 1.713], [-1.410, -0.048, -2.356], [3.326, 2.656, -3.876], [-0.749, 3.198, 0.019], [-2.725, -5.579, 3.903], [1.661, 0.439, -0.006], [-0.772, -0.408, 0.265], [-1.139, 0.167, -0.011], [-0.211, 0.058, 1.408], [-2.312, 9.549, 0.218], [2.659, -9.539, -1.611], [1.466, -0.141, 0.958], [1.149, 1.232, 0.558], [-2.845, -1.655, -0.812], [-0.437, 0.609, 0.009], [1.226, 0.223, 0.346], [-0.403, -0.521, -0.495], [0.476, -1.699, -1.883], [0.835, 0.783, -1.268], [-0.689, 0.916, 2.958], [0.369, -0.416, 1.014], [-0.704, -0.084, 2.140], [0.201, 0.487, -2.984], [-0.118, -0.737, 0.236], [-0.578, 1.598, -2.243], [0.339, -1.023, 1.677], [2.247, 5.725, -3.553], [0.370, 0.031, 0.673], [-2.150, -5.154, 2.851]], "e_homo_ev": -9.733, "relative_energy_ev": 6.624, "gap_ev": 9.833, "lumo_ev": 0.1, "fmax_ha_per_bohr": 0.1951, "e_tot_ev": -38455.695}

***

{"formula": "C4H38N2O15", "method": "the ωB97M-V functional and the def2-TZVPD basis", "elements": ["C", "N", "C", "C", "C", "N", "O", "H", "H", "H", "H", "H", "H", "H", "H", "H", "H", "H", "H", "O", "H", "H", "O", "H", "H", "O", "H", "H", "O", "H", "H", "O", "H", "H", "O", "H", "H", "O", "H", "H", "O", "H", "H", "O", "H", "H", "O", "H", "H", "O", "H", "H", "O", "H", "H", "O", "H", "H", "O"], "positions_angstrom": [[1.877, 0.917, 1.701], [0.797, 0.113, 1.119], [2.562, -1.729, 0.967], [1.110, -1.300, 0.773], [0.663, -1.416, -0.675], [1.464, -0.929, -1.613], [-0.458, -1.896, -0.941], [2.725, 0.963, 1.019], [1.515, 1.938, 1.839], [2.212, 0.568, 2.680], [0.026, 0.123, 1.779], [3.247, -1.108, 0.391], [2.681, -2.772, 0.677], [2.837, -1.669, 2.020], [0.487, -1.972, 1.361], [1.205, -0.849, -2.598], [2.311, -0.429, -1.377], [0.235, 1.221, -0.190], [-0.396, 1.937, -1.466], [-0.026, 2.100, -0.560], [-4.110, -1.716, 2.288], [-2.863, -2.178, 1.444], [-3.268, -1.398, 1.947], [4.992, 0.423, -1.112], [3.858, 0.899, -2.064], [4.038, 0.526, -1.173], [-1.922, 1.382, 2.482], [-2.379, -0.086, 2.769], [-1.853, 0.651, 3.128], [-1.914, -2.107, 3.045], [-0.509, -1.970, 3.652], [-1.107, -2.611, 3.200], [3.002, 2.474, -0.589], [1.539, 2.852, -0.898], [2.473, 3.100, -1.102], [2.831, 2.513, -2.645], [3.679, 2.515, -3.947], [3.160, 1.929, -3.385], [-3.610, -0.263, 0.565], [-3.303, 1.227, 0.251], [-3.726, 0.427, -0.119], [-1.552, 2.034, -3.607], [-1.620, 0.658, -2.842], [-1.022, 1.468, -3.037], [1.902, 0.790, -4.050], [0.369, 0.685, -3.931], [1.156, 0.190, -4.233], [-1.359, 2.369, 0.456], [-2.388, 3.351, 1.093], [-2.173, 2.416, 1.019], [-0.484, 0.064, 3.950], [0.003, -0.400, 5.359], [0.199, -0.440, 4.420], [-2.919, -0.208, -1.543], [-1.685, -1.092, -1.935], [-2.397, -0.532, -2.315], [-1.407, -3.559, 1.489], [-1.457, -2.873, 0.112], [-2.022, -3.348, 0.772]], "forces_ev_per_a": [[-0.017, 0.155, 0.060], [0.236, -0.072, 0.402], [-0.067, 0.182, 0.251], [0.259, 0.026, -0.174], [-0.540, -0.367, -0.212], [0.259, 0.250, -0.112], [0.393, 0.038, 0.039], [0.007, -0.067, 0.044], [-0.075, -0.027, -0.070], [0.037, -0.126, -0.032], [-0.082, -0.092, -0.074], [0.063, -0.156, 0.017], [-0.035, 0.022, -0.170], [-0.019, 0.081, 0.000], [-0.154, 0.112, -0.032], [-0.246, -0.062, 0.039], [0.021, -0.324, 0.257], [0.086, -0.077, 0.239], [0.075, 0.005, 0.253], [-0.267, 0.136, -0.563], [-0.108, 0.047, 0.021], [0.033, -0.011, -0.133], [-0.276, -0.281, -0.030], [0.026, -0.066, -0.029], [0.280, -0.018, 0.130], [-0.116, 0.218, -0.181], [-0.138, -0.144, 0.077], [-0.088, 0.222, -0.096], [0.165, 0.122, -0.070], [-0.038, -0.020, 0.093], [-0.276, -0.449, -0.069], [0.720, 0.246, 0.474], [0.015, 0.069, -0.030], [0.172, 0.076, 0.025], [-0.167, -0.071, 0.043], [-0.017, -0.165, -0.108], [0.011, -0.140, -0.090], [0.147, 0.446, 0.219], [-0.091, 0.337, -0.169], [-0.107, -0.254, -0.099], [0.045, -0.074, 0.125], [0.101, 0.078, 0.031], [0.146, 0.215, 0.124], [-0.254, -0.004, -0.161], [-0.241, -0.100, -0.147], [0.133, -0.048, -0.123], [0.022, 0.023, 0.102], [-0.032, 0.047, -0.091], [-0.045, 0.004, 0.043], [0.169, 0.232, 0.051], [-0.483, 0.423, 0.109], [-0.094, 0.095, -0.035], [0.731, -0.462, 0.072], [0.064, -0.063, -0.111], [-0.297, 0.021, -0.081], [0.073, -0.150, 0.137], [-0.063, 0.027, 0.156], [-0.198, -0.190, 0.119], [0.145, 0.123, -0.457]], "e_homo_ev": -9.646, "relative_energy_ev": 0.000, "gap_ev": 9.844, "lumo_ev": 0.2, "fmax_ha_per_bohr": 0.0174, "e_tot_ev": -38462.319}

***

{"formula": "C4H38NO15", "method": "the ωB97M-V functional and the def2-TZVPD basis", "elements": ["C", "O", "C", "C", "C", "N", "H", "H", "H", "H", "H", "H", "H", "H", "H", "H", "H", "H", "O", "H", "H", "O", "H", "H", "O", "H", "H", "O", "H", "H", "O", "H", "H", "O", "H", "H", "O", "H", "H", "O", "H", "H", "O", "H", "H", "O", "H", "H", "O", "H", "H", "O", "H", "H", "O", "H", "H", "O"], "positions_angstrom": [[0.664, 0.397, 2.445], [0.451, 1.745, 1.874], [-0.072, -0.560, 1.460], [0.682, -0.391, 0.094], [0.400, -1.626, -0.809], [0.788, -3.011, -0.313], [1.747, 0.244, 2.566], [0.111, 0.403, 3.387], [0.005, -1.573, 1.921], [-1.139, -0.361, 1.537], [0.319, 0.475, -0.468], [1.722, -0.194, 0.369], [1.045, -1.532, -1.679], [-0.627, -1.571, -1.139], [-0.005, -3.435, 0.151], [1.452, -2.907, 0.440], [-3.050, 1.791, -0.031], [-2.828, 2.853, -1.184], [-2.661, 2.711, -0.247], [2.875, -0.493, -2.590], [1.399, -1.193, -2.716], [2.292, -1.210, -2.298], [2.409, -2.907, 0.031], [2.689, -2.439, -1.411], [3.126, -2.942, -0.621], [-4.581, 0.409, -0.014], [-3.395, -1.012, 1.462], [-3.675, 0.267, 0.289], [-0.952, 3.126, -0.292], [-0.547, 3.677, -1.630], [-0.218, 3.636, -0.726], [4.737, -1.213, -0.171], [3.742, -1.625, 0.872], [4.280, -0.828, 0.585], [-2.782, 0.627, -1.191], [-3.210, 0.290, -2.637], [-2.437, 0.562, -2.129], [-3.758, 2.825, 1.862], [-3.874, 1.258, 1.736], [-4.058, 2.033, 2.316], [-0.800, -0.092, -2.417], [-0.693, -1.186, -3.434], [-0.182, -0.437, -3.100], [1.522, 3.402, -0.202], [1.754, 2.324, 0.909], [2.230, 2.897, 0.266], [-3.124, -2.659, -0.458], [-3.612, -1.267, -0.621], [-3.692, -2.156, -1.052], [4.004, 0.677, -0.963], [3.091, 1.828, -0.789], [3.666, 1.418, -1.488], [-4.419, -2.089, 1.560], [-0.465, 1.615, 1.597], [-3.488, -1.953, 1.775], [3.094, 0.535, 2.001], [4.413, 0.163, 2.530], [3.636, 0.676, 2.785]], "forces_ev_per_a": [[-1.684, 0.640, -0.691], [-0.043, -1.283, 0.886], [2.131, 0.154, 1.148], [-1.879, -1.651, 0.616], [0.993, -0.625, 0.603], [-3.220, 0.764, 0.489], [-1.354, -0.223, 0.251], [0.544, -0.200, 0.345], [0.199, 0.314, -0.708], [-0.185, 0.303, -0.605], [0.124, 0.075, 0.232], [0.108, -0.376, -0.610], [-2.991, -0.663, 3.331], [-0.426, -0.619, 0.491], [-0.321, -0.053, 0.113], [-2.365, 0.066, 1.291], [0.192, 0.825, 0.002], [-0.061, -0.156, 0.038], [-0.450, -0.624, 0.450], [-0.358, 0.237, -0.147], [1.235, 1.452, -1.576], [2.664, 0.479, -2.444], [2.873, -0.503, -1.673], [1.336, -0.949, 1.611], [1.203, 0.613, -0.989], [0.002, -0.052, 0.240], [-0.048, -0.692, 0.035], [0.209, 0.582, -0.541], [0.490, 0.517, -0.184], [0.317, 0.077, -0.048], [-0.670, -0.256, -0.019], [-0.071, -0.133, -0.044], [0.930, 1.341, -0.834], [-0.431, -1.074, 0.815], [0.111, -0.729, -0.662], [0.190, -0.207, 0.027], [-0.396, 0.550, 0.560], [0.093, -0.238, -0.238], [-0.043, 0.581, -0.080], [-0.143, -0.157, 0.568], [0.127, 0.197, -0.590], [0.071, 0.126, -0.119], [-0.356, 0.002, -0.717], [0.351, -0.730, 0.519], [-0.118, 0.805, -0.495], [0.006, 0.067, -0.086], [-0.172, -0.200, -0.019], [-0.203, -0.283, -0.239], [0.298, 0.322, 0.029], [0.138, 0.065, -0.201], [0.066, 0.548, -0.625], [-0.099, -0.599, 0.592], [0.142, -0.251, 0.063], [-0.029, 0.863, -0.269], [-0.050, 0.607, 0.179], [0.451, 0.421, -0.218], [0.150, 0.166, 0.072], [0.423, -0.232, 0.074]], "e_homo_ev": -6.708, "total_charge": -1, "relative_energy_ev": 5.794, "gap_ev": 9.206, "lumo_ev": 2.5, "fmax_ha_per_bohr": 0.0880, "e_tot_ev": -36966.548}

***

{"formula": "C4H3AgNaO2", "method": "the ωB97M-V functional and the def2-TZVPD basis", "elements": ["O", "C", "C", "Na", "Ag", "H", "C", "C", "O", "H", "H"], "positions_angstrom": [[0.033, -1.007, -1.009], [-0.924, -1.197, -2.496], [-0.788, -0.195, -1.693], [-0.288, -2.195, 1.140], [1.391, 1.490, -1.010], [-1.070, -1.805, -3.381], [1.338, 1.462, 1.519], [0.309, 0.843, 1.674], [-0.712, 0.055, 1.801], [2.264, 2.017, 1.563], [-1.552, 0.533, 1.892]], "forces_ev_per_a": [[0.860, 0.175, 1.363], [-1.548, 2.409, -0.875], [0.173, -2.170, -0.882], [0.016, -0.205, -0.062], [-0.134, -0.041, 0.402], [0.524, -0.464, 0.460], [-0.043, -0.057, -0.623], [0.727, 0.442, -0.309], [-0.162, -0.148, -0.005], [-0.307, -0.112, 0.360], [-0.106, 0.170, 0.169]], "e_homo_ev": [-17.747, -17.552], "total_charge": 2, "relative_energy_ev": 1.411, "gap_ev": [8.848, 7.257], "lumo_ev": [-8.9, -10.3], "multiplicity": 2, "fmax_ha_per_bohr": 0.0582, "e_tot_ev": -16682.082}

***

{"formula": "C4H3AlO", "method": "the ωB97M-V functional and the def2-TZVPD basis", "elements": ["C", "C", "C", "H", "C", "O", "Al", "H", "H"], "positions_angstrom": [[0.674, 1.569, 0.045], [1.896, 1.255, -0.605], [1.819, 2.287, 0.238], [2.376, 0.548, -1.281], [-1.419, -1.677, 0.312], [-1.820, -0.526, 0.249], [-1.036, 0.957, 0.331], [-0.377, -1.903, 0.592], [-2.113, -2.510, 0.119]], "forces_ev_per_a": [[2.615, 0.839, -0.395], [-0.303, -0.596, -0.308], [-0.411, 0.651, 0.487], [0.215, 0.068, -0.154], [0.763, -3.988, 0.436], [-1.177, 2.063, -0.181], [-1.422, 0.947, 0.274], [-0.180, -0.116, -0.085], [-0.098, 0.132, -0.074]], "e_homo_ev": [-26.333, -27.912], "total_charge": 3, "relative_energy_ev": 0.000, "gap_ev": [8.873, 10.161], "lumo_ev": [-17.5, -17.8], "multiplicity": 2, "fmax_ha_per_bohr": 0.0794, "e_tot_ev": -12797.358}